[1]
C18H14BrN6O5RuS | ωB97M-V/def2-TZVPD

Last column: Löwdin spin population.
Positions of all 46 atoms, in Å:
Ru -2.543924 -0.472415 -1.309598  2.68
O 0.284976 -2.222515 -4.320598  0.00
C 1.391576 -1.598415 -3.961498  0.00
C 2.442676 -1.535015 -4.896198  0.00
C 3.623376 -0.902515 -4.592398  0.00
C 3.795876 -0.308415 -3.345898  0.00
C 2.788676 -0.389215 -2.402898  0.00
C 1.582876 -1.014815 -2.692198  0.00
C 0.489876 -1.110215 -1.627898  0.02
O -0.631524 -1.714215 -1.981798  0.22
N 0.225876 0.244785 -1.081798  0.00
N -0.832724 0.373285 -0.280098  -0.01
C -0.779024 1.199585 0.718002  0.03
C -1.855124 1.568285 1.574802  0.00
Br -3.649624 1.410685 0.881502  0.05
C -1.693724 2.124385 2.801302  0.02
C -0.450224 2.161585 3.537302  0.00
C 0.526976 1.169685 3.384702  0.00
C 1.711076 1.230685 4.091202  0.00
C 1.946776 2.273185 4.973302  0.00
C 0.971376 3.241185 5.166202  0.00
C -0.216924 3.185685 4.465202  0.00
H -0.383624 -2.190015 -3.581598  0.00
H 2.286176 -2.022815 -5.845798  0.00
H 4.423876 -0.879815 -5.317398  0.00
H 4.711376 0.210285 -3.109398  0.00
H 2.951676 0.037985 -1.422098  0.00
H 0.969676 -1.680315 -0.779598  0.00
H 1.056176 0.780585 -0.819498  0.00
H 0.162476 1.723685 0.912602  0.00
H -2.560524 2.558485 3.276402  0.00
H 0.322776 0.317585 2.752802  0.00
H 2.451976 0.459685 3.946402  0.00
H 2.875576 2.316785 5.522202  0.00
H 1.148876 4.047485 5.862102  0.00
H -0.967024 3.949285 4.612702  0.00
N -2.925224 -1.626715 0.170402  0.05
C -2.864824 -2.388115 1.071402  0.07
N -3.019824 -3.152015 2.018602  0.09
C -2.463924 -3.730115 3.012202  0.01
N -2.025224 -4.266115 3.933502  0.05
O -2.700024 -2.611915 -4.052798  0.10
S -3.915424 -1.861915 -3.796698  0.08
N -3.914124 -1.209515 -2.436398  0.16
O -2.044724 0.681985 -2.829598  0.54
O -2.705324 1.620285 -2.201098  0.82

Cartesian forces (eV/Å) of the 2 atoms listed first:
0.3 -1.4 0.3
-1.1 -0.5 -0.2

- 2S+1: 6
- E_tot: -4465.81946 hartree
- HOMO level (alpha / beta): -7.975 / -7.964 eV
- Energy relative to the best compared isomer or geometry (same formula, charge and spin): 15.3 kcal/mol
- Gap between HOMO and LUMO (alpha / beta): 6.5 / 4.5 eV
- LUMO energy (alpha / beta): -1.437 / -3.462 eV

---

[2]
C19H41N9O9PSY | ωB97M-V/def2-TZVPD

Last column: Löwdin charge in e.
Positions of all 81 atoms, in Å:
Y 0.898264 -0.802951 -0.159017  1.45
O 4.517386 -3.517577 -0.070631  0.21
C 3.637406 -2.552058 -0.186651  -0.48
O 2.443102 -2.676983 0.010984  0.02
C 4.241424 -1.241522 -0.619681  -0.08
O 3.388289 -0.161711 -0.256623  -0.21
C 3.603037 0.274989 1.112995  -0.06
C 2.818543 -0.580347 2.110520  -0.58
O 3.340912 -1.007799 3.102322  0.14
O 1.558210 -0.751192 1.744557  -0.21
H 4.064412 -4.337865 0.189710  0.17
H 4.312464 -1.265839 -1.707587  0.14
H 5.237110 -1.109735 -0.199067  0.16
H 3.224335 1.296437 1.160208  0.13
H 4.657574 0.253455 1.379575  0.14
C 0.565331 3.420589 -3.913582  0.02
C 0.845069 1.983250 -4.145603  -0.31
N 0.978090 1.401285 -5.292465  0.16
N 1.233184 0.086217 -4.979380  0.06
C 1.264242 -0.166329 -3.675123  -0.72
S 1.515901 -1.610582 -2.842583  0.73
N 1.018290 1.055811 -3.131934  -0.07
N 0.934993 1.249927 -1.754708  0.07
H 0.484312 3.916948 -4.876843  0.10
H 1.369442 3.892555 -3.346497  0.09
H -0.371214 3.557363 -3.369883  0.09
H 1.386121 -0.583945 -5.716648  0.17
H 1.656952 1.896714 -1.451161  0.10
H 0.024121 1.640481 -1.508025  0.07
C -1.516956 -4.366554 -2.453287  -0.06
N -2.401757 -3.737202 -1.465227  -0.30
C -3.712141 -4.376196 -1.333281  -0.08
P -1.899814 -2.613784 -0.418492  0.58
O -0.390607 -2.471506 -0.522300  -0.42
N -2.629723 -1.174324 -0.839951  -0.16
C -2.406023 0.054832 -0.112053  -0.45
C -3.727425 -1.069391 -1.805531  -0.05
N -2.317912 -2.883344 1.127696  -0.29
C -1.499966 -3.775512 1.959672  -0.06
C -3.690659 -2.737987 1.613957  -0.08
H -1.954237 -4.281923 -3.449662  0.09
H -1.394125 -5.424232 -2.214071  0.10
H -0.543825 -3.887472 -2.456421  0.05
H -4.164749 -4.479939 -2.320209  0.10
H -4.389633 -3.780023 -0.726029  0.07
H -3.622733 -5.367698 -0.885526  0.10
H -0.930240 0.732253 1.022877  0.06
H -3.287948 0.350970 0.464352  0.17
H -2.842791 1.647842 -1.171067  0.12
H -3.780169 -1.970246 -2.406480  0.08
H -3.550132 -0.239719 -2.487924  0.09
H -4.689416 -0.923378 -1.303967  0.10
H -0.479122 -3.820577 1.590565  0.08
H -1.912529 -4.787068 1.983754  0.10
H -1.480447 -3.383560 2.976563  0.10
H -4.225838 -1.975338 1.047923  0.08
H -3.663079 -2.419148 2.656702  0.10
H -4.250277 -3.674134 1.560692  0.09
C -0.092543 1.178073 3.657833  0.00
N 0.399472 2.444815 3.125736  -0.05
C 0.593941 3.486977 4.141968  -0.13
C 1.602236 4.503423 3.665974  -0.14
C 1.152897 5.034497 2.327929  -0.13
N 0.909282 3.918886 1.403726  -0.07
C 0.979265 4.208209 -0.015391  -0.03
C 0.571385 2.675829 1.810311  -0.42
O 0.425334 1.763475 0.933464  -0.09
H 0.625486 0.778495 4.374536  0.11
H -0.218178 0.444297 2.877139  0.05
H -1.040303 1.346569 4.173238  0.11
H 0.934199 2.987461 5.047869  0.13
H -0.364995 3.961021 4.370909  0.14
H 2.584688 4.034207 3.574662  0.13
H 1.685842 5.318816 4.382770  0.13
H 1.913074 5.672842 1.880253  0.13
H 0.240615 5.628643 2.432387  0.14
H 0.893333 5.284869 -0.147283  0.10
H 0.155400 3.740095 -0.551190  0.08
H 1.930605 3.895416 -0.457599  0.09
O -1.311733 -0.141441 0.743400  -0.09
O -2.062356 1.109284 -0.993087  0.02

Cartesian forces (eV/Å) of the 2 atoms listed first:
0.0 0.2 -1.5
-0.2 0.0 0.0

- E_tot: -2696.28075 hartree
- HOMO level: -13.980 eV
- Energy relative to the best compared isomer or geometry (same formula, charge and spin): 18.9 kcal/mol
- Gap between HOMO and LUMO: 9.5 eV
- Net charge: +2
- LUMO energy: -4.528 eV

---

[3]
C4H10N2 | ωB97M-V/def2-TZVPD

Last column: Löwdin charge in e.
Positions of all 16 atoms, in Å:
C -0.004348 -1.828384 -0.306187  -0.08
C 1.024992 -0.725227 0.085281  -0.23
C -0.750363 1.196239 -0.329902  -0.27
C 0.247447 0.504691 0.642605  -0.49
N -0.181190 0.214528 1.917285  0.13
N -0.344445 0.945817 -1.671775  0.06
H 0.494774 -2.769316 -0.510077  0.06
H -0.549272 -1.379574 -1.129242  0.05
H -0.586207 -1.916426 0.616452  0.07
H 1.693218 -0.413795 -0.723885  0.10
H 1.685125 -0.937689 0.927921  0.10
H 1.066099 1.242154 0.757908  0.18
H -0.720569 0.984101 2.330135  0.05
H -0.797204 2.272885 -0.113284  0.11
H -0.509689 1.812258 -2.191689  0.03
H -1.768375 0.797745 -0.301544  0.14

Cartesian forces (eV/Å) of the 2 atoms listed first:
1.4 1.3 1.2
-0.4 0.5 0.1

- E_tot: -267.68650 hartree
- HOMO level: -7.644 eV
- Energy relative to the best compared isomer or geometry (same formula, charge and spin): 149.9 kcal/mol
- Gap between HOMO and LUMO: 5.0 eV
- LUMO energy: -2.658 eV

---

[4]
C3H10N | ωB97M-V/def2-TZVPD

Last column: Löwdin spin population.
Positions of all 14 atoms, in Å:
N -0.922430 1.265441 -1.657942  0.01
H -1.907993 1.584758 -1.967563  0.00
H -1.086642 0.386241 -1.148883  0.01
H -0.454100 1.239563 -2.652212  0.00
H -0.583355 2.053703 -1.196360  0.00
C 0.067219 -0.504782 1.930595  0.09
C 0.941097 -0.297261 0.684331  0.33
C 0.959334 -1.260154 -0.266744  0.46
H 0.339394 0.224663 2.765854  0.00
H -1.011205 -0.389007 1.786584  0.04
H 0.114655 -1.492311 2.308430  0.03
H 1.584327 0.566562 0.767247  0.01
H 1.617976 -1.199932 -1.187516  0.01
H 0.341722 -2.177483 -0.165821  0.01

Cartesian forces (eV/Å) of the 2 atoms listed first:
-2.9 -0.3 -4.8
1.2 -0.6 0.7

- 2S+1: 2
- E_tot: -174.24598 hartree
- HOMO level (alpha / beta): -21.463 / -22.300 eV
- Energy relative to the best compared isomer or geometry (same formula, charge and spin): 16.6 kcal/mol
- Gap between HOMO and LUMO (alpha / beta): 12.1 / 8.7 eV
- Net charge: +2
- LUMO energy (alpha / beta): -9.398 / -13.583 eV